*i*
# C3H11NO2S

2 unconnected molecules or ions with the total composition C3H11NO2S (ωB97M-V/def2-TZVPD, the Open Molecules 2025 dataset).

XYZ file:
```
18
Properties=species:S:1:pos:R:3:mulliken_charge:R:1
C -1.498 -0.756 0.628 -0.76
O -2.510 0.202 0.762 -0.55
C -0.140 -0.139 0.933 0.21
C 0.887 -1.260 1.220 -0.82
S 2.517 -0.586 1.707 -0.23
N 0.223 0.779 -0.134 -0.56
H -1.639 -1.233 -0.349 0.32
H -1.727 -1.529 1.373 0.33
H -2.226 0.974 0.254 0.33
H -0.294 0.358 1.889 0.33
H 0.544 -1.884 2.033 0.40
H 1.051 -1.871 0.334 0.39
H 2.026 0.166 2.701 0.12
H 0.533 0.268 -0.948 0.23
H 0.942 1.416 0.176 0.26
H 0.004 1.226 -3.753 0.32
H 0.586 2.411 -4.468 0.32
O 0.721 1.459 -4.358 -0.64
```

Structure (SMILES): N[C@@H](CO)CS.O
Charge: 0

*ii*
# C3H11NO2S

3 unconnected molecules or ions with the total composition C3H11NO2S (ωB97M-V/def2-TZVPD, the Open Molecules 2025 dataset).

XYZ file:
```
18
Properties=species:S:1:pos:R:3:mulliken_charge:R:1
C 0.224 0.483 1.039 -0.35
O -0.841 0.402 1.811 -0.60
C -0.220 0.929 -0.447 -0.13
C -0.648 -0.499 -1.079 -0.53
S 0.727 -1.273 -1.836 -0.21
N -1.357 1.755 -0.395 -0.50
H 0.774 -0.451 0.911 0.39
H 0.877 1.314 1.364 0.37
H -1.619 1.804 0.598 0.31
H 0.672 1.306 -0.945 0.58
H -1.155 -1.041 -0.257 0.18
H -1.416 -0.399 -1.846 0.37
H -2.000 -3.556 1.821 0.17
H -1.417 2.682 -0.805 0.25
H -1.855 -3.212 1.200 -0.17
H 2.395 -0.173 -0.795 0.18
H 3.814 -0.327 -0.140 0.29
O 3.046 0.257 -0.198 -0.58
```

Charge: 0

*iii*
# C3H11NO2S

2 unconnected molecules or ions with the total composition C3H11NO2S (ωB97M-V/def2-TZVPD, the Open Molecules 2025 dataset).

XYZ file:
```
18
Properties=species:S:1:pos:R:3:mulliken_charge:R:1
C 1.554 -0.675 1.668 -0.52
O 1.775 0.243 2.740 -0.50
C 0.800 -0.214 0.536 0.17
C 0.952 -0.991 -0.725 -0.74
S 0.630 0.041 -2.230 -0.20
N -0.606 -0.034 1.015 -0.59
H 1.173 -1.667 2.120 0.19
H 2.630 -0.840 1.424 0.29
H 1.246 1.006 2.648 0.30
H 1.076 0.868 0.168 0.33
H 1.942 -1.387 -0.766 0.39
H 0.104 -1.752 -0.681 0.26
H -0.731 -0.094 -2.138 0.12
H -1.132 -0.879 0.827 0.25
H -0.959 0.704 0.452 0.25
H -3.783 1.674 -0.415 0.30
H -4.863 0.636 -0.143 0.32
O -4.572 1.332 -0.715 -0.62
```

Structure (SMILES): N[C@@H](CO)CS.O
Charge: 0

*i* wins, 23.7 kcal/mol ahead of the next structure.

*i*
# CH3IN4

2 unconnected molecules or ions with the total composition CH3IN4 (ωB97M-V/def2-TZVPD, the Open Molecules 2025 dataset).

XYZ file:
```
9
Properties=species:S:1:pos:R:3:mulliken_charge:R:1
C -1.017 -0.936 -0.548 -0.19
N -0.362 -1.044 0.730 -0.17
N 0.032 0.150 1.071 -0.03
N -1.028 0.566 -0.758 -0.18
N -0.373 1.109 0.131 0.00
I 3.069 0.896 0.338 -0.10
H -0.419 -1.349 -1.325 0.26
H -2.035 -1.395 -0.468 0.29
H 2.134 2.004 0.829 0.12
```

Structure (SMILES): C1N=NN=N1.I
Charge: 0

*ii*
# CH3IN4

CH3IN4 in the gas phase (ωB97M-V/def2-TZVPD, the Open Molecules 2025 dataset).

XYZ file:
```
9
Properties=species:S:1:pos:R:3:mulliken_charge:R:1
C 0.987 0.049 0.394 -0.19
N 0.427 1.390 0.145 -0.28
N -0.737 1.272 -0.193 -0.11
N 0.068 -0.882 -0.249 -0.28
N -1.085 0.010 -0.415 -0.08
I -2.937 -0.506 0.057 0.20
H 2.061 -0.221 0.035 0.25
H 1.027 0.070 1.452 0.20
H 0.190 -1.181 -1.226 0.29
```

Structure (SMILES): IN1N=NCN1
Charge: 0

*i* wins, 12.2 kcal/mol ahead of the next structure.

*i*
# C2H5N3S

C2H5N3S in the gas phase (ωB97M-V/def2-TZVPD, the Open Molecules 2025 dataset).

XYZ file:
```
11
Properties=species:S:1:pos:R:3:mulliken_charge:R:1
C 0.380 0.761 0.518 0.08
C 0.365 0.020 -0.762 0.28
H -0.752 0.850 2.173 0.24
H -0.923 -0.592 1.296 0.28
H 0.770 2.429 1.327 0.21
H 1.104 0.473 -1.485 0.38
H -1.098 -2.957 -1.930 0.17
N -0.315 0.195 1.558 -0.45
N 1.042 1.852 0.520 -0.62
N -0.317 -1.054 -0.835 -0.42
S -0.257 -1.976 -2.381 -0.15
```

Structure (SMILES): [H]/N=C(N)/C=N/S
Charge: 0

*ii*
# C2H5N3S

A molecular structure, C2H5N3S (ωB97M-V/def2-TZVPD, the Open Molecules 2025 dataset).

XYZ file:
```
11
Properties=species:S:1:pos:R:3:mulliken_charge:R:1
C -0.234 0.569 0.488 -0.16
C -1.387 -0.453 0.220 0.16
H 2.504 0.895 -1.227 0.30
H 2.334 1.641 0.716 0.27
H -0.441 1.294 1.363 0.33
H -1.654 -2.293 -0.659 0.27
H -0.104 -1.510 -1.066 0.23
N 1.834 1.158 -0.162 -0.53
N 0.783 0.521 -0.391 -0.15
N -0.910 -1.474 -0.518 -0.37
S -2.726 -0.347 1.236 -0.35
```

Charge: 0

*i* wins, 60.8 kcal/mol ahead of the next structure.

*i*
# C2H5N3S

C2H5N3S in the gas phase (ωB97M-V/def2-TZVPD, the Open Molecules 2025 dataset).

XYZ file:
```
11
Properties=species:S:1:pos:R:3:mulliken_charge:R:1
C -0.129 0.075 -0.083 0.32
C -1.513 0.488 0.099 -1.01
N 0.638 1.085 -0.020 -0.08
N 1.924 0.847 0.180 -0.45
N 0.491 -1.247 0.093 -0.33
S 2.185 -0.750 -0.100 0.17
H 1.955 -0.657 -1.462 0.19
H -1.962 0.628 1.050 0.31
H -2.286 -0.131 -0.421 0.29
H -1.689 1.553 -0.191 0.31
H 0.385 -1.891 0.854 0.27
```

Charge: 0

*ii*
# C2H5N3S

C2H5N3S in the gas phase (ωB97M-V/def2-TZVPD, the Open Molecules 2025 dataset).

XYZ file:
```
11
Properties=species:S:1:pos:R:3:mulliken_charge:R:1
C -0.001 -1.025 -0.568 0.01
C 0.804 1.045 0.458 -0.28
H -1.722 1.491 -0.204 0.30
H -1.439 0.883 1.349 0.32
H -0.996 -1.215 -0.782 0.44
H 0.898 -2.620 -1.254 0.25
H 0.519 1.994 0.838 0.39
N -1.475 0.485 0.320 -0.70
N -0.003 0.303 -0.231 0.01
N 1.078 -1.636 -0.819 -0.48
S 2.337 0.295 0.892 -0.26
```

Structure (SMILES): [H]/N=C/N(N)C=S
Charge: 0

*ii* wins, 2.7 kcal/mol ahead of the next structure.

*i*
# C2H2NO2S

A gas-phase ion, C2H2NO2S (charge -1) (ωB97M-V/def2-TZVPD, the Open Molecules 2025 dataset).

XYZ file:
```
8
Properties=species:S:1:pos:R:3:mulliken_charge:R:1
C -0.057 -0.626 -0.183 0.32
C 1.240 -0.006 -0.036 -0.30
N 0.934 -1.433 -0.427 -0.56
O -1.722 1.148 -0.966 -0.64
O -1.957 0.297 1.407 -0.59
S -1.830 -0.058 -0.011 0.41
H 1.706 0.605 -0.718 0.21
H 1.687 0.073 0.934 0.15
```

Charge: -1

*ii*
# C2H2NO2S

A gas-phase ion, C2H2NO2S (charge -1) (ωB97M-V/def2-TZVPD, the Open Molecules 2025 dataset).

XYZ file:
```
8
Properties=species:S:1:pos:R:3:mulliken_charge:R:1
C 1.330 0.070 0.548 0.03
C 0.411 1.076 0.766 -0.29
N 1.232 0.863 -0.473 -0.42
O -1.132 -1.558 0.320 -0.66
O -2.448 0.435 -0.376 -0.61
S -1.083 -0.011 -0.108 0.56
H 1.744 -0.917 0.719 0.27
H -0.055 0.042 -1.397 0.13
```

Structure (SMILES): O=[S@@H]([O-])=c1cn1
Charge: -1

*i* wins, 76.5 kcal/mol ahead of the next structure.

*i*
# C2HO2S2

2 unconnected molecules or ions with the total composition C2HO2S2 (ωB97M-V/def2-TZVPD, the Open Molecules 2025 dataset).

XYZ file:
```
7
Properties=species:S:1:pos:R:3:mulliken_charge:R:1
C 0.198 1.215 -0.300 0.63
C -0.070 -0.350 0.258 -0.07
O 0.233 2.105 0.531 -0.64
O 0.131 1.181 -1.508 -0.58
S -1.716 -0.625 0.685 -0.19
S -0.660 -1.656 -0.870 -0.17
H 1.885 -1.871 1.204 0.02
```

Charge: -1

*ii*
# C2HO2S2

A molecular structure, C2HO2S2 (ωB97M-V/def2-TZVPD, the Open Molecules 2025 dataset).

XYZ file:
```
7
Properties=species:S:1:pos:R:3:mulliken_charge:R:1
C -1.078 -0.220 1.519 0.98
C -0.810 -0.107 0.147 -0.14
O -1.213 -1.399 0.968 -0.39
O -1.276 0.342 2.548 -0.57
S 2.279 0.109 -2.245 -0.66
S -0.298 0.022 -1.362 -0.25
H 2.396 1.252 -1.575 0.02
```

Charge: -1

*ii* wins, 59.4 kcal/mol ahead of the next structure.